The following is a DFT calculation (ωB97M-V/def2-TZVPD) of a structure of composition C26H72CrF6N12O10P4S2 at a distorted geometry.

Geometry as XYZ:
```
133
Properties=species:S:1:pos:R:3:mulliken_spin:R:1
Cr 0.0184 -0.1115 0.1175 3.8423
C -2.6387 -2.0576 -3.3959 -0.0005
F -1.6470 -2.1034 -4.2386 0.0000
F -3.2636 -0.9079 -3.4573 -0.0002
F -3.5568 -3.0296 -3.6258 -0.0001
S -2.0939 -2.2021 -1.5177 0.0124
O -3.3425 -2.1049 -0.7350 0.0018
O -1.4770 -3.5494 -1.4841 0.0007
O -1.1273 -1.1468 -1.2021 -0.0165
C 2.8811 2.8339 2.4905 0.0018
F 3.0558 3.6688 3.5647 0.0004
F 2.1452 3.6119 1.6406 -0.0004
F 4.0654 2.5439 1.9218 0.0003
S 1.8406 1.2268 2.8224 0.0003
O 0.9063 1.8130 3.7834 0.0041
O 1.1828 0.7305 1.5231 0.0065
O 2.7961 0.2348 3.3663 0.0011
O 1.5945 -1.4046 -0.4151 -0.0553
P 2.7562 -1.9095 -1.2115 0.0305
N 2.8913 -3.6437 -1.0953 0.0005
C 3.8355 -4.3184 -0.3213 -0.0001
C 1.6536 -4.3916 -1.4381 -0.0005
N 4.2317 -1.3606 -0.5988 0.0017
C 5.5009 -1.4072 -1.3536 0.0006
C 4.3067 -1.0463 0.8120 0.0012
N 2.8307 -1.6361 -2.9486 0.0037
C 3.8389 -2.2645 -3.7598 0.0006
C 1.5786 -1.2793 -3.5860 -0.0093
H 4.8343 -4.2273 -0.7482 0.0001
H 3.6077 -5.3803 -0.4145 0.0000
H 3.8530 -4.0722 0.7404 -0.0001
H 1.7342 -5.4338 -1.1292 0.0001
H 1.4352 -4.3326 -2.5044 0.0002
H 0.8431 -3.7995 -1.0132 0.0044
H 5.6336 -2.4512 -1.6374 -0.0001
H 5.4901 -0.6847 -2.1697 0.0001
H 6.2303 -1.3153 -0.5488 -0.0001
H 3.3399 -1.2981 1.2479 -0.0001
H 5.0749 -1.6669 1.2734 -0.0002
H 4.4922 0.0173 0.9617 -0.0002
H 4.5185 -1.5034 -4.1431 0.0002
H 4.2409 -3.1449 -3.2585 0.0000
H 3.2597 -2.6401 -4.6033 -0.0002
H 1.0999 -0.4963 -2.9977 0.0243
H 0.8847 -2.0943 -3.7919 -0.0009
H 1.8529 -0.6631 -4.4423 0.0000
O -1.7504 0.9037 0.6190 -0.0176
P -2.8469 1.8777 0.8184 0.0150
N -3.9956 1.3063 2.0713 0.0003
C -5.1008 2.2030 2.5273 0.0003
C -4.1180 -0.1425 2.2941 0.0008
N -3.8576 2.0362 -0.5989 0.0020
C -3.2484 2.7388 -1.7456 0.0025
C -4.9198 1.0694 -0.9125 -0.0003
N -2.3081 3.5071 1.2099 0.0048
C -3.2691 4.6323 1.2176 0.0002
C -1.1849 3.6755 2.1403 0.0032
H -5.5281 1.7581 3.4259 0.0000
H -5.8358 2.1863 1.7225 0.0000
H -4.9088 3.2754 2.5602 0.0001
H -3.8537 -0.4141 3.3161 -0.0001
H -3.4637 -0.6191 1.5641 0.0015
H -5.1833 -0.3573 2.2096 0.0000
H -3.3986 3.7898 -1.4987 0.0001
H -2.1989 2.4935 -1.9083 0.0025
H -3.8346 2.5450 -2.6439 0.0001
H -5.5992 1.2889 -1.7361 0.0000
H -4.4901 0.0692 -0.9681 0.0007
H -5.4215 0.9317 0.0454 0.0003
H -4.2867 4.4293 0.8839 0.0000
H -3.3996 5.0325 2.2231 0.0000
H -2.9287 5.4702 0.6093 0.0001
H -1.4829 3.4553 3.1653 0.0001
H -0.8476 4.7118 2.1214 -0.0001
H -0.3764 3.0254 1.8061 0.0042
O 0.2440 1.4604 -1.2934 0.0120
P 0.6288 2.5285 -2.2798 0.0383
N 2.2857 2.8721 -2.2116 0.0070
C 2.9797 4.0340 -2.8602 0.0006
C 3.1970 1.9411 -1.5857 -0.0003
N -0.1557 4.0563 -2.0023 0.0018
C -0.8671 4.6669 -3.0676 0.0011
C 0.4091 4.9773 -1.0716 0.0014
N 0.5567 1.9176 -3.9403 0.0039
C 1.1812 2.4623 -5.2087 0.0008
C -0.4518 0.8720 -4.1780 -0.0005
H 3.8360 3.7506 -3.4721 -0.0001
H 3.3056 4.7762 -2.1315 0.0000
H 2.1856 4.4560 -3.4761 0.0000
H 2.7622 1.5707 -0.6574 0.0168
H 4.1626 2.4140 -1.4067 -0.0004
H 3.2752 1.0514 -2.2106 -0.0006
H -0.1146 5.1704 -3.6745 0.0001
H -1.4383 3.9493 -3.6566 -0.0001
H -1.6117 5.3697 -2.6938 -0.0001
H 1.1787 5.4835 -1.6544 0.0000
H -0.3523 5.6423 -0.6641 0.0001
H 0.8799 4.4669 -0.2314 -0.0012
H 0.8356 1.8989 -6.0754 0.0000
H 0.8769 3.4842 -5.4347 0.0001
H 2.2641 2.5597 -5.1318 0.0001
H -0.8022 0.3098 -3.3124 0.0087
H -0.1477 0.2882 -5.0468 0.0002
H -1.4269 1.3275 -4.3501 0.0003
O -0.4663 -1.7168 1.5789 -0.0328
P -0.7279 -2.5566 2.8325 0.0336
N -1.6522 -3.9204 2.5659 0.0027
C -2.9842 -3.7772 2.0224 -0.0001
C -0.9323 -5.0919 2.0696 0.0002
N -1.5844 -1.6529 4.0716 0.0050
C -1.2110 -0.2275 4.3672 0.0031
C -2.4057 -2.1889 5.1393 0.0003
N 0.6815 -3.1517 3.6522 0.0028
C 2.0087 -2.9900 3.1002 0.0024
C 0.5890 -3.9452 4.8461 0.0004
H -2.9413 -3.5854 0.9503 -0.0001
H -3.5461 -3.1123 2.6784 0.0001
H -3.4823 -4.7385 2.1478 0.0000
H -0.4565 -4.8594 1.1169 -0.0004
H -1.5963 -5.9381 1.8927 0.0001
H -0.2231 -5.3732 2.8480 0.0002
H -0.3602 0.0336 4.9965 0.0002
H -0.8982 0.3223 3.4795 0.0096
H -1.9716 0.4083 4.8205 -0.0001
H -2.6448 -3.2304 4.9241 0.0001
H -1.7996 -2.2420 6.0438 0.0000
H -3.2866 -1.5933 5.3786 0.0001
H 2.7575 -2.8224 3.8744 0.0003
H 2.3501 -3.7918 2.4455 -0.0006
H 1.9171 -2.0999 2.4777 0.0067
H -0.2913 -4.5803 4.9454 0.0000
H 0.4398 -3.2796 5.6963 0.0001
H 1.4910 -4.5378 4.9990 0.0000
```

orbital gap (alpha / beta)	6.86 / 8.43	eV
multiplicity	5
M	1066.95	g/mol
⟨S²⟩	6.004
largest force on an atom	4.35	eV/A
highest occupied orbital energy (alpha / beta)	-0.2370 / -0.2946	Eh
LUMO (alpha / beta)	0.0151 / 0.0151	Eh